1.
One molecule with the formula CH4NO2P at a distorted geometry. Source: OMol25; level of theory: wB97M-V/def2-TZVPD.

Summary:
Highest occupied orbital energy (spin up / spin down) ... -8.317 / -8.831 eV
Energy relative to the best compared isomer or geometry (same formula, charge and spin) ... 258.5 kJ/mol
2S+1 ... 1
Lowest unoccupied orbital energy (spin up / spin down) ... -1.463 / 0.144 eV
DFT total energy ... -587.02650 a.u.

Cartesian coordinates (Å):
1 C 1.979554 -0.397237 0.117105
2 N -1.756672 0.788621 -0.025774
3 O -0.927803 -1.559259 -0.365141
4 O 0.872487 0.374350 0.124286
5 P -0.677175 -0.344981 0.420737
6 H 2.332953 -0.877332 -0.750900
7 H 2.701840 -0.084423 0.821679
8 H -2.512500 0.499961 -0.793482
9 H -2.012683 1.600299 0.451488

Forces on atoms 1 to 6 (eV/Å):
-0.5 1.4 0.4
-2.6 -1.2 -3.4
0.2 -0.7 -0.2
-0.4 -0.9 0.1
0.7 0.1 0.1
-0.4 -0.8 -1.1

2.
A 2-piece molecular cluster, CH4NO2S overall at a distorted geometry. Source: OMol25; level of theory: wB97M-V/def2-TZVPD.

Summary:
Highest occupied orbital energy ... -3.316 eV
Energy relative to the best compared isomer or geometry (same formula, charge and spin) ... 359.0 kJ/mol
Charge ... -1
2S+1 ... 1
Lowest unoccupied orbital energy ... 4.144 eV
DFT total energy ... -643.89614 a.u.

Cartesian coordinates (Å):
1 C -0.764186 -0.662081 1.184569
2 N -0.912831 -0.313115 -0.005287
3 O 4.002945 0.914094 0.347882
4 O 1.597698 0.903389 0.531274
5 S 2.763375 1.452209 -0.205849
6 H -1.393538 -1.349001 1.673184
7 H -0.096399 -0.033277 1.674483
8 H 2.923125 3.034984 0.341274
9 H -0.113361 0.291686 -0.323627

Forces on atoms 1 to 6 (eV/Å):
0.1 1.6 -0.8
-0.1 -0.8 -2.6
1.2 -0.5 0.2
-0.4 0.4 0.0
-0.1 1.9 0.3
-0.9 -0.9 0.5

3.
CH4NO2SSi as an isolated structure at a distorted geometry. Source: OMol25; level of theory: wB97M-V/def2-TZVPD.

Summary:
Highest occupied orbital energy ... -4.175 eV
Energy relative to the best compared isomer or geometry (same formula, charge and spin) ... 122.8 kJ/mol
Charge ... -1
2S+1 ... 1
Lowest unoccupied orbital energy ... 3.438 eV
DFT total energy ... -933.52601 a.u.

Cartesian coordinates (Å):
1 C -0.546325 0.828103 1.193585
2 N -0.937782 -1.884447 0.184132
3 O -1.688562 1.223601 1.390487
4 O 0.496642 0.952815 1.829224
5 Si -0.324845 -0.389506 -0.397809
6 S 0.489855 -0.549065 -2.238308
7 H -0.888016 -2.748701 -0.331109
8 H -1.305763 -1.997761 1.111106
9 H 2.148543 2.032876 -1.150359
10 H 2.556255 2.532085 -1.590949

Forces on atoms 1 to 6 (eV/Å):
0.2 0.0 -0.5
0.1 0.1 -0.2
-0.7 0.0 -0.1
0.6 -0.1 0.1
0.2 -0.6 -0.1
-0.3 0.3 0.7

4.
A 2-piece molecular cluster, CH4NO2Si overall at a distorted geometry. Source: OMol25; level of theory: wB97M-V/def2-TZVPD.

Summary:
Highest occupied orbital energy ... -4.262 eV
Energy relative to the best compared isomer or geometry (same formula, charge and spin) ... 345.1 kJ/mol
Charge ... -1
2S+1 ... 1
Lowest unoccupied orbital energy ... 3.820 eV
DFT total energy ... -535.17854 a.u.

Cartesian coordinates (Å):
1 C -1.197606 -0.024570 -0.065310
2 N -0.237511 -0.913470 0.000509
3 O -2.418229 -0.118771 0.044231
4 O -0.496951 1.162475 -0.072532
5 Si 1.048871 0.449886 0.050412
6 H -1.000285 -2.398816 0.062508
7 H 1.249206 0.034059 1.515010
8 H 1.507167 1.899612 -0.333756
9 H 1.545337 -0.090406 -1.201076

Forces on atoms 1 to 6 (eV/Å):
-2.0 0.3 1.3
-2.7 -6.1 -0.3
0.1 0.3 -0.6
-1.2 -0.3 -0.3
0.2 1.8 0.0
2.4 4.3 -0.1

5.
CH4NO3P as an isolated structure at a distorted geometry. Source: OMol25; level of theory: wB97M-V/def2-TZVPD.

Summary:
Highest occupied orbital energy ... 1.324 eV
Energy relative to the best compared isomer or geometry (same formula, charge and spin) ... 258.9 kJ/mol
Charge ... -2
2S+1 ... 1
Lowest unoccupied orbital energy ... 7.397 eV
DFT total energy ... -662.24616 a.u.

Cartesian coordinates (Å):
1 C -0.945429 -0.797808 0.423002
2 N 0.431954 -0.444938 0.694200
3 O -0.904990 1.739614 -0.850228
4 O 2.204081 1.396656 -0.161687
5 O 1.231498 -0.258275 -1.832225
6 P 0.992725 0.656811 -0.653767
7 H -1.311701 -1.316113 1.270856
8 H -1.394345 0.130166 0.087003
9 H -0.773937 -1.236900 -0.607978
10 H 0.470143 0.130787 1.630824

Forces on atoms 1 to 6 (eV/Å):
1.6 0.7 -2.7
1.9 2.5 2.0
4.1 -1.9 0.3
-0.4 0.5 0.4
-0.6 0.2 0.1
-3.2 0.6 0.2

6.
A 2-piece molecular cluster, CH4NO3P overall at a distorted geometry. Source: OMol25; level of theory: wB97M-V/def2-TZVPD.

Summary:
Highest occupied orbital energy ... -9.543 eV
Energy relative to the best compared isomer or geometry (same formula, charge and spin) ... 190.0 kJ/mol
2S+1 ... 1
Lowest unoccupied orbital energy ... 0.499 eV
DFT total energy ... -662.32747 a.u.
Structure (SMILES) ... O=[P@]12O[C@@H]1O2.N

Cartesian coordinates (Å):
1 O 2.543112 -1.271339 -1.864664
2 P 1.815006 -0.473443 -0.868088
3 O 0.270434 -0.507765 -1.687242
4 C -0.041849 -1.465889 -0.968331
5 O 0.772421 -1.758773 0.014913
6 H -0.912498 -2.208103 -1.128566
7 N -0.523261 1.417358 0.897282
8 H -0.935807 2.398572 0.837112
9 H 0.228369 1.564502 1.614637
10 H -1.382348 1.086655 1.493879

Forces on atoms 1 to 6 (eV/Å):
0.7 0.0 0.2
3.4 1.3 0.5
-1.8 0.4 -1.0
-1.7 -3.9 2.5
-1.6 0.7 -2.2
1.0 1.7 0.0